[1]
Entry from the OMol25 dataset: a single C5H8N2O molecule (the ωB97M-V functional and the def2-TZVPD basis).

Cartesian coordinates (Å):
O 0.31 2.77 1.44
N 0.33 0.65 0.44
N -1.49 -0.04 1.43
C -0.94 -1.21 -0.64
C 0.08 1.59 1.54
C -0.65 -0.29 0.47
C 1.34 0.86 -0.56
C -0.08 -1.83 -1.43
H 0.90 1.03 -1.54
H -2.32 -0.60 1.48
H 1.92 1.74 -0.25
H -0.02 1.10 2.51
H 2.02 0.01 -0.63
H -1.96 -1.59 -0.63
H 0.97 -1.58 -1.53
H -0.40 -2.60 -2.11

For the calculated total energy, the calculation gives -10340.5624 eV. As for the energy above the lowest of the compared OMol25 structures with the same formula, charge and spin: 2.1637 eV. The SMILES is [H]/N=C(\C=C)N(C)C=O. As for the HOMO energy: -9.08 eV.



[2]
Entry from the OMol25 dataset: a single C2H4N4 molecule (the ωB97M-V functional and the def2-TZVPD basis).

Cartesian coordinates (Å):
N 2.10 0.38 -0.32
N -0.13 -0.20 0.02
N 2.11 -0.87 -0.36
N 1.85 -1.97 -0.35
C -1.53 0.02 0.24
C 0.73 0.71 -0.10
H -1.80 -0.45 1.20
H -1.82 1.08 0.26
H 0.57 1.79 -0.04
H -2.08 -0.50 -0.54

For the calculated total energy, the calculation gives -8096.6404 eV. As for the energy above the lowest of the compared OMol25 structures with the same formula, charge and spin: 2.6737 eV. As for the HOMO energy: -9.56 eV.



[3]
Entry from the OMol25 dataset: 3 unconnected molecules or ions with the total composition C19H42BFIN3O7 (the ωB97M-V functional and the def2-TZVPD basis).

Cartesian coordinates (Å):
I -2.19 1.28 -3.63
F -2.69 -1.79 1.22
O 0.98 6.90 3.66
O 2.43 4.66 0.02
O -2.04 -7.93 -2.81
O -3.51 -1.88 -1.05
O -3.23 2.62 -0.13
O 2.37 -1.15 0.99
O -0.70 -5.96 1.01
N -3.10 -5.70 -1.06
N 2.32 7.58 0.85
N -3.86 0.29 0.24
C 2.17 7.65 3.42
C 2.68 -0.02 0.10
C -0.19 0.61 -1.05
C -2.73 -6.76 -3.27
C 3.40 5.66 -0.31
C 3.51 6.72 0.80
C 2.21 8.39 2.06
C 1.91 1.37 0.59
C -2.44 -5.56 -2.36
C 0.28 1.31 0.39
C 0.95 5.63 3.01
C 1.98 -2.36 0.25
C -3.37 -1.13 0.04
C -2.63 -4.77 -0.03
C 1.23 4.76 -0.74
C -2.90 -8.90 -2.22
C -2.97 1.32 -0.42
C -0.47 -7.09 0.18
C -1.12 -4.78 0.33
B -1.73 1.03 -1.46
H 1.52 -2.15 -0.81
H 0.52 1.04 -1.90
H 0.28 4.98 3.58
H -3.81 -6.93 -3.40
H 2.39 2.24 -0.07
H 1.44 4.88 -1.81
H -2.96 -6.65 -0.72
H -0.26 0.69 1.23
H -0.07 -6.81 -0.80
H 3.02 9.12 2.07
H 2.19 8.43 4.20
H 2.87 -3.16 0.16
H -1.36 -5.48 -2.25
H -1.40 -7.66 0.07
H -2.34 -9.83 -2.13
H -2.80 -4.64 -2.84
H 2.21 1.63 1.71
H 4.36 5.14 -0.38
H -3.20 -8.59 -1.22
H -2.32 -6.54 -4.26
H 3.21 6.12 -1.29
H -2.91 -3.75 -0.32
H -3.96 0.52 1.27
H 1.93 5.16 2.97
H -0.95 -3.96 1.03
H 0.61 5.59 -0.38
H -3.79 -9.08 -2.84
H 2.51 -0.23 -1.04
H 1.13 -2.92 0.87
H -0.48 -4.58 -0.53
H 1.49 7.00 0.77
H 4.40 7.34 0.62
H 3.66 6.19 1.74
H 3.85 0.19 0.23
H 1.27 8.95 1.97
H 0.24 -7.75 0.67
H 0.66 3.84 -0.59
H 3.06 7.04 3.60
H -0.11 2.42 0.38
H -3.19 -5.00 0.88
H 0.00 -0.57 -1.05
H 0.52 5.73 2.02

For the calculated total energy, the calculation gives -50673.6450 eV. As for the energy above the lowest of the compared OMol25 structures with the same formula, charge and spin: 4.9178 eV. The SMILES is COCCCCB(I)C(=O)NC(=O)F.COCCNCCOC.COCCNCCOC. As for the HOMO energy: -8.47 eV.



[4]
Entry from the OMol25 dataset: 2 unconnected molecules or ions with the total composition C2H10N2P (the ωB97M-V functional and the def2-TZVPD basis).

Cartesian coordinates (Å):
P 0.30 -0.45 -1.36
N -1.41 1.44 -0.14
N -0.92 -0.43 1.29
C 2.00 -0.83 -0.77
C -0.39 0.22 0.29
H -2.10 1.45 0.71
H -0.78 0.02 2.27
H 2.27 0.08 -0.23
H 0.81 1.01 0.85
H -1.10 -1.42 1.34
H -0.41 -1.78 -1.33
H -1.02 2.34 -0.16
H 2.05 -1.69 -0.12
H 2.61 -1.18 -1.54
H -1.91 1.23 -1.08

For the calculated total energy, the calculation gives -14495.7835 eV. As for the energy above the lowest of the compared OMol25 structures with the same formula, charge and spin: 3.5910 eV. As for the HOMO energy: -13.56 eV. Its charge is +1.



[5]
Entry from the OMol25 dataset: a molecular structure, C51H49FeN7O5S2 (the ωB97M-V functional and the def2-TZVPD basis).

Cartesian coordinates (Å):
Fe -0.01 0.53 -0.61
S -2.06 -0.56 -0.58
S 3.65 -0.07 -0.44
O 0.48 -0.49 0.79
O 2.03 1.29 3.55
O -0.83 1.91 0.32
O 1.13 3.28 3.09
O -0.77 1.46 -2.43
N -0.17 -2.30 -1.50
N -1.87 -3.26 -0.40
N -0.35 1.64 -4.65
N -1.57 -0.15 -3.81
N -2.99 -3.17 0.31
N 0.48 -1.26 -1.73
N 1.69 1.70 -1.02
C 0.91 2.54 1.89
C 0.73 -0.21 2.13
C 0.34 5.25 1.00
C 3.26 -2.93 -3.56
C 3.71 -1.88 -4.35
C -0.52 2.80 1.33
C -0.82 0.37 4.12
C -1.57 4.48 -0.21
C -1.53 -0.91 -5.04
C -1.67 2.83 2.36
C -3.91 3.01 4.03
C -1.36 -2.14 -0.78
C 2.72 -2.56 4.44
C -2.79 2.03 2.14
C -2.78 -0.97 4.55
C -3.58 -4.30 0.86
C 1.31 2.94 -1.43
C -3.90 2.12 2.97
C 3.55 3.12 3.11
C 1.92 -1.52 4.00
C -1.68 5.71 -0.83
C -0.55 4.23 0.71
C 3.96 2.45 -1.33
C -4.70 -4.13 1.68
C 2.19 -2.26 1.74
C 2.16 3.94 -1.81
C -0.55 -0.36 2.96
C -1.70 3.74 3.42
C -1.93 0.06 4.91
C 3.26 -3.46 3.53
C 2.23 2.67 3.74
C -0.88 0.98 -3.57
C 1.66 -1.35 2.64
C 1.60 -1.50 -2.59
C -4.85 -6.52 1.97
C -0.78 6.73 -0.54
C 3.54 3.67 -1.75
C 1.50 1.12 2.23
C -2.52 -1.69 3.39
C 3.03 1.42 -0.95
C -3.10 -5.58 0.60
C 2.16 2.98 5.22
C -3.73 -6.67 1.15
C -2.80 3.82 4.25
C -5.32 -5.24 2.23
C 2.20 -2.75 -2.68
C 3.11 -0.64 -4.24
C -1.41 -1.40 2.62
C 0.23 6.49 0.38
C 2.99 -3.31 2.18
C 2.07 -0.44 -3.35
H 4.54 -2.03 -5.02
H 0.30 2.37 -4.39
H 1.17 2.70 5.60
H 3.40 -4.00 1.46
H -3.35 -7.67 0.95
H 1.99 -2.13 0.69
H -4.77 3.08 4.68
H 2.34 0.96 1.55
H 3.65 4.20 3.20
H 0.25 3.11 -1.43
H 0.95 7.27 0.61
H -0.18 1.18 4.41
H -2.24 -1.73 -4.96
H 3.74 -3.90 -3.62
H -0.86 7.69 -1.03
H 1.84 -3.55 -2.06
H -3.28 -2.24 0.62
H 1.49 -0.84 4.72
H 5.00 2.19 -1.26
H 1.65 0.54 -3.20
H -2.26 3.68 -0.44
H 2.32 4.05 5.39
H 1.77 4.90 -2.09
H -0.54 -1.33 -5.23
H 3.60 2.84 2.06
H 3.49 0.20 -4.82
H -2.80 4.53 5.07
H 2.91 -2.68 5.50
H -0.12 1.12 -5.48
H -1.83 -0.29 -5.89
H -6.18 -5.10 2.87
H 3.88 -4.28 3.88
H -1.91 -0.58 -2.95
H 4.38 2.64 3.63
H -3.64 -1.20 5.16
H -4.75 1.47 2.79
H -3.17 -2.52 3.11
H 4.27 4.43 -2.03
H -2.23 -5.69 -0.04
H 2.92 2.42 5.75
H -2.12 0.65 5.79
H -1.18 -1.98 1.74
H -2.48 5.88 -1.55
H 1.14 5.09 1.72
H -5.33 -7.38 2.41
H 1.57 2.94 1.12
H -2.77 1.32 1.33
H -0.86 4.39 3.58
H -5.07 -3.14 1.89

For the calculated total energy, the calculation gives -130410.9628 eV. As for the energy above the lowest of the compared OMol25 structures with the same formula, charge and spin: 1.4096 eV. Its multiplicity is 2. The expectation value of S² is 0.7922. As for the HOMO energy (spin up / spin down): -4.36 / -4.36 eV. Its charge is -1.